{"formula": "CH3N2O3S", "method": "the ωB97M-V functional and the def2-TZVPD basis", "e_tot_ev": -21029.756, "e_homo_ev": -16.2, "orbital_gap_ev": 9.80, "charge": 1, "e_above_lowest_kj_mol": 291.07, "symbols": ["H", "N", "S", "O", "H", "N", "O", "O", "C", "H"], "coordinates": [[-1.67381, 2.78164, -3.21303], [0.58346, -1.87590, 1.20587], [0.52586, 0.02994, 0.92109], [1.43330, 0.28605, -0.06120], [0.63200, -2.69001, 0.55648], [-0.44389, 1.73393, -1.77487], [0.32214, 0.52444, 2.16508], [-0.60901, -1.16165, 0.58899], [-1.00447, 2.29364, -2.58693], [0.23443, -1.92209, 2.19853]], "mulliken_charge": [0.3403, -0.2395, 1.2934, -0.2738, 0.3436, -0.3025, -0.3371, -0.1628, -0.0378, 0.3763]}

***

{"formula": "CH3N2OP", "method": "the ωB97M-V functional and the def2-TZVPD basis", "e_tot_ev": -15397.998, "e_homo_ev": [-7.5, -7.5], "orbital_gap_ev": [6.12, 6.11], "charge": 0, "e_above_lowest_kj_mol": 410.16, "symbols": ["N", "O", "N", "H", "P", "C", "H", "H"], "coordinates": [[-0.06378, -0.16833, 0.31980], [2.47809, -0.86808, 1.10822], [-0.70636, 1.02887, 0.56436], [-0.47197, -0.82890, 0.98890], [1.87045, -0.25934, -0.07954], [-0.95063, 0.40776, -0.69324], [-0.30442, 0.76562, -1.49966], [-1.85139, -0.07759, -0.70884]], "mulliken_charge": [-0.0664, -0.3730, -0.7011, 0.3156, 0.4886, -0.2130, 0.2481, 0.3013]}

***

{"formula": "CH3N2PS", "method": "the ωB97M-V functional and the def2-TZVPD basis", "e_tot_ev": -24186.667, "e_homo_ev": [-9.8, -9.8], "orbital_gap_ev": [7.42, 7.43], "charge": 0, "e_above_lowest_kj_mol": 325.17, "symbols": ["N", "C", "S", "N", "H", "H", "P", "H"], "coordinates": [[0.43675, 0.99289, 0.38476], [-1.87375, -1.14289, -0.45812], [0.35810, -1.27208, -1.32564], [-2.86613, -0.88344, 0.07052], [2.17114, -0.37104, 0.05571], [0.89149, 1.73174, -0.31911], [0.92928, -0.53996, 0.50756], [-0.04688, 1.48479, 1.08432]], "mulliken_charge": [-0.3924, 0.0926, -0.0020, -0.3571, 0.0229, 0.2667, 0.1292, 0.2401]}

***

{"formula": "CH3N2S", "method": "the ωB97M-V functional and the def2-TZVPD basis", "e_tot_ev": -14889.065, "e_homo_ev": [-12.2, -17.2], "orbital_gap_ev": [7.09, 9.53], "charge": 1, "e_above_lowest_kj_mol": 0.00, "multiplicity": 3, "symbols": ["H", "N", "N", "H", "H", "C", "S"], "coordinates": [[1.01915, 1.58759, -0.45584], [-0.81705, -1.03449, -0.09147], [0.92566, 0.62587, -0.11729], [-0.77246, -1.86938, 0.46487], [1.80074, 0.16355, 0.02251], [-0.23905, 0.16810, 0.04901], [-1.91700, 0.35875, 0.12821]], "lowdin_spin": [0.0000, 0.6325, -0.0319, 0.0317, 0.0025, 0.1284, 1.2369]}

***

{"formula": "CH3N3O", "method": "the ωB97M-V functional and the def2-TZVPD basis", "e_tot_ev": -7593.487, "e_homo_ev": [-10.1, -9.1], "orbital_gap_ev": [9.36, 8.68], "charge": 0, "e_above_lowest_kj_mol": 975.98, "symbols": ["H", "H", "N", "N", "N", "O", "H", "C"], "coordinates": [[1.31264, -0.58050, 0.65033], [-0.50675, -2.80788, -0.95713], [-0.00763, 2.02039, 0.63947], [-0.32761, 0.15495, -0.46732], [0.06218, -2.61660, -0.05018], [-0.46067, 1.44236, -0.47425], [-0.54004, 2.98304, 0.62367], [0.46789, -0.59577, 0.03540]], "mulliken_charge": [0.3605, 0.2218, -0.3850, -0.1500, -0.3852, -0.0539, 0.2592, 0.1326]}

***

{"formula": "CH3N3O2", "method": "the ωB97M-V functional and the def2-TZVPD basis", "e_tot_ev": -9645.984, "e_homo_ev": -9.9, "orbital_gap_ev": 10.17, "charge": 0, "e_above_lowest_kj_mol": 525.59, "symbols": ["C", "H", "N", "H", "N", "H", "O", "N", "O"], "coordinates": [[-0.39161, 0.12129, 0.39915], [-0.49019, 1.07586, 0.88305], [0.89310, -0.33941, 1.05701], [-1.11679, -0.60212, 0.71396], [-0.00810, 0.30214, -1.05413], [-0.65437, 0.27858, -2.74111], [0.81477, -0.73603, 2.18527], [-0.92319, 0.06375, -1.84413], [1.87638, -0.16406, 0.40092]], "mulliken_charge": [-0.3074, 0.2753, 0.8566, 0.3662, 0.1743, 0.2538, -0.5605, -0.5597, -0.4985]}

***

{"formula": "CH3N3O2S", "method": "the ωB97M-V functional and the def2-TZVPD basis", "e_tot_ev": -20482.990, "e_homo_ev": [-9.8, -9.8], "orbital_gap_ev": [8.18, 8.18], "charge": 0, "e_above_lowest_kj_mol": 249.81, "symbols": ["O", "O", "H", "N", "S", "H", "H", "C", "N", "N"], "coordinates": [[0.39048, 0.82580, 1.90999], [-1.60231, -0.55818, 1.45753], [-1.42182, 1.85235, -0.98285], [1.13562, 0.42635, -2.19163], [-0.33703, -0.04898, 1.03289], [1.67252, -1.18039, 0.28621], [0.16467, -2.03367, 0.37838], [0.23046, 0.91187, -1.62489], [0.64889, -1.19880, 0.64263], [-0.88148, 1.00364, -0.90827]], "mulliken_charge": [-0.4963, -0.5034, 0.2294, -0.5216, 1.0434, 0.3070, 0.2759, 0.5117, -0.3683, -0.4777]}

***

{"formula": "CH3N3O2S", "method": "the ωB97M-V functional and the def2-TZVPD basis", "e_tot_ev": -20479.571, "e_homo_ev": [-5.7, -11.7], "orbital_gap_ev": [6.02, 7.58], "charge": 0, "e_above_lowest_kj_mol": 196.56, "multiplicity": 3, "symbols": ["H", "O", "N", "O", "N", "N", "S", "H", "H", "C"], "coordinates": [[-1.79859, 0.30160, 0.20849], [-0.35929, -2.23611, 0.07622], [0.58331, -0.06897, -1.02663], [1.16118, -0.79795, 1.52942], [-1.16570, -0.03663, 1.01317], [0.45798, 2.34411, -1.20068], [0.10886, -0.99001, 0.58392], [1.25251, -0.45563, -1.56567], [-0.84141, 0.73105, 1.55949], [0.60114, 1.20853, -1.17773]], "lowdin_spin": [0.0023, 0.1059, 0.5576, 0.1507, 0.0576, 0.5819, 0.2655, 0.0186, 0.0039, 0.2560]}

***

{"formula": "CH3N3O3", "method": "the ωB97M-V functional and the def2-TZVPD basis", "e_tot_ev": -11693.911, "e_homo_ev": -11.0, "orbital_gap_ev": 11.30, "charge": 0, "e_above_lowest_kj_mol": 190.26, "symbols": ["O", "O", "H", "C", "N", "N", "H", "N", "H", "O"], "coordinates": [[1.95312, -0.95438, -0.36161], [1.44888, -1.36384, 1.74917], [-1.81458, 0.85129, -1.67799], [-1.36024, 0.23109, -0.75238], [-0.10090, 0.67197, -0.55689], [1.36838, -0.82867, 0.65616], [-0.26572, 0.07109, 1.21783], [0.49727, 0.30989, 0.64654], [0.27760, 1.44836, -0.95117], [-2.00381, -0.43678, 0.03033]], "mulliken_charge": [-0.5558, -0.5697, 0.2409, 0.1934, 0.0500, 1.0948, 0.3019, -0.4206, 0.1891, -0.5240]}

***

{"formula": "CH3N3O3", "method": "the ωB97M-V functional and the def2-TZVPD basis", "e_tot_ev": -11689.224, "e_homo_ev": [-10.7, -10.6], "orbital_gap_ev": [9.85, 6.60], "charge": 0, "e_above_lowest_kj_mol": 642.47, "symbols": ["O", "C", "O", "H", "N", "O", "H", "N", "H", "N"], "coordinates": [[1.24474, 2.42633, 0.11026], [0.31658, 1.69396, -0.04038], [-2.02083, 0.61505, -0.09404], [0.93880, -1.98998, 1.06915], [0.09614, 0.44573, -0.03517], [-1.17848, -1.33275, -0.15737], [1.04748, -1.97541, -0.70234], [-1.09545, -0.12892, -0.06677], [-0.87072, 2.03594, -0.23839], [1.52174, -1.78994, 0.15505]], "mulliken_charge": [-0.3888, 0.2180, -0.6698, 0.2774, -0.3179, -0.5899, 0.2869, 1.3153, 0.3369, -0.4681]}

***

{"formula": "CH3N3OS", "method": "the ωB97M-V functional and the def2-TZVPD basis", "e_tot_ev": -18433.158, "e_homo_ev": -9.2, "orbital_gap_ev": 8.93, "charge": 0, "e_above_lowest_kj_mol": 563.57, "symbols": ["C", "H", "N", "N", "H", "N", "S", "H", "O"], "coordinates": [[1.52582, 0.53390, -0.02627], [-1.20835, 2.09934, -0.22420], [0.61958, -1.77760, 0.35786], [-0.94702, 0.37487, 0.11717], [-1.53225, -0.36818, 0.36074], [2.34708, 1.11618, 0.54042], [0.50602, -0.65796, -0.76148], [0.49015, -2.70955, -0.04981], [-1.80104, 1.38899, -0.31443]], "mulliken_charge": [0.4455, 0.3435, -0.5444, -0.3230, 0.2547, -0.3295, 0.2587, 0.2516, -0.3571]}

***

{"formula": "CH3N3S", "method": "the ωB97M-V functional and the def2-TZVPD basis", "e_tot_ev": -16388.558, "e_homo_ev": -8.7, "orbital_gap_ev": 9.54, "charge": 0, "e_above_lowest_kj_mol": 69.63, "symbols": ["N", "H", "N", "C", "N", "S", "H", "H"], "coordinates": [[2.62441, 0.70042, -0.02135], [-0.16471, -0.79406, 0.96034], [0.44561, 1.00303, -0.06373], [0.49033, -0.48102, 0.00020], [1.71349, 1.47937, 0.02289], [2.21422, -0.94339, 0.00732], [0.07750, -0.73035, -0.93978], [-0.27311, 1.30619, 0.58522]], "mulliken_charge": [-0.0387, 0.2792, -0.0851, -0.3975, -0.2985, -0.0309, 0.2771, 0.2946]}